C2H3NO2 in the gas phase. Source: the Open Molecules 2025 dataset; level of theory: wB97M-V/def2-TZVPD.

Each line ends with the Löwdin charge.
CARTESIAN COORDINATES (ANGSTROEM)
O -0.8957 0.3866 -0.6062  0.004
O -1.5936 -1.1562 0.9368  0.133
N 1.0814 -0.3548 0.0848  0.124
C 0.4320 0.2690 -0.8025  -0.283
C -1.0970 -0.1046 0.7155  -0.328
H -0.7619 0.6540 1.4347  0.145
H 0.7571 0.7517 -1.7241  0.137
H 2.0778 -0.4457 -0.0388  0.069

Atoms 1-3, force components in eV/Å:
O 0.0554 -0.2718 0.2187
O -0.0968 0.7318 -0.1307
N 0.1785 0.1625 -0.3234

Electronic energy, Ha: -283.21639
Net charge: 0
Structure (SMILES): [H]/N=C/OC=O
Max |F|, Eh/bohr: 0.0146
Frontier orbital gap, eV: 11.531
LUMO, eV: 0.886

C2H3NO2 in the gas phase. Source: the Open Molecules 2025 dataset; level of theory: wB97M-V/def2-TZVPD.

Each line ends with the Löwdin charge.
CARTESIAN COORDINATES (ANGSTROEM)
O 0.5606 -0.3897 0.5679  -0.047
O 0.6843 -0.4709 -1.8591  0.134
N -1.2675 0.5883 1.4070  0.114
C 1.0545 -0.9406 -0.8578  -0.133
C -0.4219 0.5082 0.4863  -0.385
H -1.9704 1.3071 1.2851  0.046
H 1.7571 -1.7269 -0.5990  0.142
H -0.3966 1.1246 -0.4304  0.129

Atoms 1-3, force components in eV/Å:
O 1.7116 -2.1208 -2.8643
O 0.0991 -0.3111 -0.1582
N -0.0193 -0.2935 0.5730

Electronic energy, Ha: -283.20668
Net charge: 0
Structure (SMILES): [H]/N=C/OC=O
Max |F|, Eh/bohr: 0.0769
Frontier orbital gap, eV: 10.755
LUMO, eV: 0.530

> Number 2 is which compound?

C2H3NO2

Repeat the second record exactly.
C2H3NO2 in the gas phase. Source: the Open Molecules 2025 dataset; level of theory: wB97M-V/def2-TZVPD.

Each line ends with the Löwdin charge.
CARTESIAN COORDINATES (ANGSTROEM)
O 0.5606 -0.3897 0.5679  -0.047
O 0.6843 -0.4709 -1.8591  0.134
N -1.2675 0.5883 1.4070  0.114
C 1.0545 -0.9406 -0.8578  -0.133
C -0.4219 0.5082 0.4863  -0.385
H -1.9704 1.3071 1.2851  0.046
H 1.7571 -1.7269 -0.5990  0.142
H -0.3966 1.1246 -0.4304  0.129

Atoms 1-3, force components in eV/Å:
O 1.7116 -2.1208 -2.8643
O 0.0991 -0.3111 -0.1582
N -0.0193 -0.2935 0.5730

Electronic energy, Ha: -283.20668
Net charge: 0
Structure (SMILES): [H]/N=C/OC=O
Max |F|, Eh/bohr: 0.0769
Frontier orbital gap, eV: 10.755
LUMO, eV: 0.530

> The highest max |F| belongs to which entry?

number 2